Entry 1:
The following is a quantum chemistry calculation of the ion C10H14NO4 with charge -1, from the Open Molecules 2025 dataset.

XYZ file:
```
29
Properties=species:S:1:pos:R:3
C -2.491 -1.484 -1.214
C -1.332 -1.132 -2.038
C -0.205 -0.450 -1.255
C 0.501 0.690 -1.826
O 0.109 1.232 -2.881
C 1.779 1.082 -1.236
C 1.603 1.401 0.283
C 1.159 0.186 1.038
C 0.088 0.328 2.195
C -1.273 0.923 1.665
N 2.184 -0.645 1.478
O 3.272 -0.570 0.871
O 1.902 -1.572 2.229
C 0.072 -0.930 -0.029
O -0.103 -1.903 0.664
H -2.203 -2.433 -0.544
H -3.450 -1.719 -1.653
H -2.858 -0.652 -0.476
H -1.518 -0.420 -2.756
H -0.888 -2.086 -2.573
H 2.458 0.210 -1.169
H 2.341 1.874 -1.781
H 2.503 1.947 0.682
H 0.790 2.195 0.212
H -0.082 -0.566 2.598
H 0.463 1.054 2.928
H -1.121 1.719 0.913
H -1.827 1.467 2.532
H -1.872 0.255 1.145
```

Values from the calculation:
LUMO level (hartree): 0.133
E_HOMO (eV): -4.4
SMILES string: CCC1=C([O-])CC[C@](CC)([N+](=O)[O-])C1=O
Total charge: -1

Entry 2:
The following is a quantum chemistry calculation of the ion C10H14NO5S with charge -1, from the Open Molecules 2025 dataset.

XYZ file:
```
31
Properties=species:S:1:pos:R:3
O -2.872 1.926 -3.098
S -1.919 1.785 -4.191
O -2.553 1.995 -5.477
O -0.765 2.652 -4.037
O -1.388 0.238 -4.209
C -1.017 -0.223 -2.898
C 0.338 0.370 -2.452
C 1.203 -0.611 -1.641
N 0.624 -0.924 -0.315
C 1.570 -0.676 0.785
C 0.736 -0.553 2.077
C -0.228 -1.543 2.280
C -1.037 -1.461 3.407
C -0.888 -0.410 4.307
C 0.093 0.540 4.108
C 0.919 0.481 2.990
O 1.919 1.413 2.734
H -1.846 -0.034 -2.203
H -0.894 -1.315 -2.998
H 0.147 1.297 -1.888
H 0.889 0.673 -3.354
H 2.191 -0.140 -1.506
H 1.274 -1.541 -2.229
H -0.124 -0.251 -0.151
H 2.268 -1.522 0.919
H 2.159 0.246 0.645
H -0.361 -2.365 1.580
H -1.810 -2.215 3.562
H -1.555 -0.349 5.168
H 0.249 1.359 4.814
H 2.679 1.158 3.270
```

Values from the calculation:
LUMO level (hartree): 0.087
E_HOMO (eV): -4.8
SMILES string: O=S(=O)([O-])OCCCNCc1ccccc1O
Total charge: -1

Entry 3:
The following is a quantum chemistry calculation of a structure of composition C10H14P2Si, from the Open Molecules 2025 dataset.

XYZ file:
```
27
Properties=species:S:1:pos:R:3
C -4.414 1.599 0.638
C -3.572 1.532 1.749
C -4.258 0.554 -0.290
C -2.517 0.680 1.867
C -3.288 -0.451 -0.123
C -2.414 -0.353 0.975
C 0.202 -1.406 1.194
C 3.188 -1.675 0.707
C 1.825 1.065 -0.481
C 1.164 -1.795 -1.606
Si 1.545 -0.954 0.027
P -2.721 -1.842 -1.093
P -1.339 -1.777 0.568
H -5.091 2.428 0.512
H -3.557 2.287 2.620
H -4.748 0.493 -1.219
H -1.825 0.814 2.729
H 3.349 -1.636 1.728
H 3.066 -2.745 0.489
H 4.097 -1.289 0.126
H 2.527 1.124 -1.288
H 0.762 1.321 -0.717
H 2.241 1.764 0.311
H 2.080 -2.384 -1.793
H 0.368 -2.532 -1.455
H 0.982 -1.138 -2.490
H -1.524 -3.085 1.115
```

Values from the calculation:
LUMO level (alpha / beta) (hartree): -0.069 / -0.022
E_HOMO (alpha / beta) (eV): -8.1 / -7.8
Total charge: 0

Entry 4:
The following is a quantum chemistry calculation of a cluster of 2 separate species, C10H15BO in total, from the Open Molecules 2025 dataset.

XYZ file:
```
27
Properties=species:S:1:pos:R:3
B -0.956 -1.131 0.674
C 1.631 3.690 2.812
C 0.255 3.493 2.838
C 2.458 2.951 2.032
C -0.244 2.275 2.297
C 1.940 1.832 1.346
C 0.610 1.430 1.593
C 0.758 -0.693 -1.070
C -0.942 -2.645 -1.437
C -1.554 -0.280 -1.758
C -0.669 -1.201 -0.888
O -1.554 -1.723 1.684
H 2.085 4.591 3.240
H -0.440 4.174 3.151
H 3.431 3.289 1.847
H -1.266 2.048 2.553
H 2.665 1.203 0.720
H 1.251 -1.325 -1.884
H 1.348 -0.935 -0.149
H 0.868 0.362 -1.092
H -1.984 -2.922 -1.155
H -0.091 -3.313 -1.164
H -0.950 -2.619 -2.480
H -1.356 -0.533 -2.784
H -2.489 -0.507 -1.404
H -1.233 0.707 -1.493
H -2.060 -2.571 1.571
```

Values from the calculation:
LUMO level (alpha / beta) (hartree): -0.003 / -0.003
E_HOMO (alpha / beta) (eV): -6.8 / -7.9
Total charge: 0

Entry 5:
The following is a quantum chemistry calculation of a cluster of 2 separate species, C10H15BrNO2 in total, from the Open Molecules 2025 dataset.

XYZ file:
```
29
Properties=species:S:1:pos:R:3
C 0.546 1.046 -1.350
C -0.739 0.928 -0.971
C 0.919 -1.020 0.026
C 1.372 -0.014 -0.882
C -1.216 -0.183 -0.321
C -0.416 -1.124 0.310
C 1.997 1.813 2.453
C -3.558 0.255 -0.928
C -2.142 -2.645 1.556
C 2.737 -0.024 -1.319
N 3.174 0.731 -2.306
O -2.524 -0.462 -0.280
O -0.897 -2.083 1.195
Br 4.089 -0.907 -0.264
H 0.923 1.928 -1.922
H -1.395 1.588 -1.388
H 1.615 -1.770 0.418
H 3.015 1.537 2.461
H 1.574 1.543 1.469
H 1.968 2.859 2.733
H -3.453 1.329 -0.844
H -4.388 0.028 -0.269
H -3.678 -0.118 -1.939
H -2.826 -2.592 0.684
H -2.588 -2.074 2.320
H -2.018 -3.735 1.862
H 2.514 1.130 -3.043
H 1.282 1.340 3.148
H 4.114 0.696 -2.608
```

Values from the calculation:
LUMO level (alpha / beta) (hartree): -0.175 / -0.175
E_HOMO (alpha / beta) (eV): -12.1 / -12.1
Total charge: +1

Entry 6:
The following is a quantum chemistry calculation of an isolated molecule of C10H15ClO2S, from the Open Molecules 2025 dataset.

XYZ file:
```
29
Properties=species:S:1:pos:R:3
C 0.510 1.342 -2.186
C -0.561 0.602 -2.410
C 1.442 1.065 -1.051
C -0.895 -0.600 -1.574
C -0.245 1.309 0.774
C -2.051 -0.744 1.527
C 0.745 0.333 0.132
C 0.036 -0.844 -0.464
C 1.814 -0.032 1.161
C 0.443 -2.235 -0.170
O -0.328 0.159 3.222
O -2.118 1.713 2.535
S -1.213 0.642 2.190
Cl -3.335 -0.318 0.506
H 0.763 2.170 -2.831
H -1.233 0.809 -3.230
H 2.270 0.444 -1.412
H 1.875 1.996 -0.683
H -1.928 -0.451 -1.175
H -0.972 -1.484 -2.215
H 0.268 2.177 1.184
H -1.005 1.648 0.076
H -2.206 -1.594 2.165
H 2.537 -0.733 0.752
H 1.361 -0.448 2.055
H 2.343 0.870 1.456
H -0.335 -2.931 -0.476
H 0.669 -2.380 0.882
H 1.346 -2.484 -0.739
```

Values from the calculation:
LUMO level (alpha / beta) (hartree): -0.005 / -0.048
E_HOMO (alpha / beta) (eV): -8.7 / -7.7
Total charge: 0

Entry 7:
The following is a quantum chemistry calculation of a structure of composition C10H15F6MgN5P, from the Open Molecules 2025 dataset.

XYZ file:
```
38
Properties=species:S:1:pos:R:3
Mg -0.361 0.495 0.662
P 2.769 -3.613 -1.259
F 3.553 -3.674 0.198
F 3.681 -4.971 -1.798
F 1.587 -4.586 -0.642
F 2.004 -3.577 -2.718
F 1.866 -2.354 -0.728
F 3.812 -2.526 -1.958
C 3.006 2.790 -4.653
C 2.409 2.474 -3.433
N 1.866 2.235 -2.380
H 3.284 1.822 -5.071
H 3.877 3.412 -4.446
H 2.385 3.373 -5.333
C -2.694 6.379 3.172
C -2.214 5.231 2.397
N -1.857 4.275 1.811
H -1.861 6.712 3.792
H -3.474 5.970 3.814
H -3.152 7.123 2.520
C -3.621 -4.592 2.321
C -2.816 -3.409 2.592
N -2.170 -2.430 2.650
H -4.053 -4.753 3.309
H -2.888 -5.397 2.278
H -4.276 -4.505 1.454
C -4.906 -0.390 -4.203
C -3.948 -0.297 -3.179
N -3.133 -0.202 -2.301
H -5.781 0.215 -3.969
H -5.213 -1.422 -4.375
H -4.308 -0.055 -5.051
C 4.871 -0.064 4.323
C 3.632 0.335 3.663
N 2.676 0.624 3.115
H 5.416 -0.732 3.656
H 4.659 -0.765 5.131
H 5.372 0.851 4.638
```

Values from the calculation:
LUMO level (hartree): -0.358
E_HOMO (eV): -12.5
Total charge: +1

Entry 8:
The following is a quantum chemistry calculation of a cluster of 2 separate species, C10H15IO in total, from the Open Molecules 2025 dataset.

XYZ file:
```
27
Properties=species:S:1:pos:R:3
O 1.487 -0.788 -2.179
C 1.134 -1.597 -1.075
C -0.313 -1.969 -1.029
C -1.061 -2.252 0.041
C -0.516 -2.131 1.435
C 0.721 -1.203 1.367
C 1.406 -0.975 0.279
I 3.137 0.247 0.274
H 1.383 -1.370 -2.949
H 1.687 -2.602 -1.014
H -0.926 -2.015 -2.000
H -2.108 -2.542 -0.088
H -0.224 -3.061 1.832
H -1.358 -1.719 1.994
H 0.971 -0.692 2.338
C -1.497 0.912 0.091
C -0.533 1.764 0.087
C -0.290 2.700 1.229
C 0.224 2.263 -1.176
H -2.056 0.751 0.974
H -1.654 0.377 -0.845
H 0.509 2.366 1.776
H -1.287 2.628 1.879
H -0.220 3.771 1.130
H 1.208 2.636 -0.918
H -0.411 3.037 -1.568
H 0.586 1.465 -1.884
```

Values from the calculation:
LUMO level (hartree): 0.021
E_HOMO (eV): -8.6
SMILES string: O[C@@H]1C=CCC=C1I.C=C(C)C
Total charge: 0

Question: Which formula does entry 8 have?
Answer: C10H15IO

What did the third record say?
The following is a quantum chemistry calculation of a structure of composition C10H14P2Si, from the Open Molecules 2025 dataset.

XYZ file:
```
27
Properties=species:S:1:pos:R:3
C -4.414 1.599 0.638
C -3.572 1.532 1.749
C -4.258 0.554 -0.290
C -2.517 0.680 1.867
C -3.288 -0.451 -0.123
C -2.414 -0.353 0.975
C 0.202 -1.406 1.194
C 3.188 -1.675 0.707
C 1.825 1.065 -0.481
C 1.164 -1.795 -1.606
Si 1.545 -0.954 0.027
P -2.721 -1.842 -1.093
P -1.339 -1.777 0.568
H -5.091 2.428 0.512
H -3.557 2.287 2.620
H -4.748 0.493 -1.219
H -1.825 0.814 2.729
H 3.349 -1.636 1.728
H 3.066 -2.745 0.489
H 4.097 -1.289 0.126
H 2.527 1.124 -1.288
H 0.762 1.321 -0.717
H 2.241 1.764 0.311
H 2.080 -2.384 -1.793
H 0.368 -2.532 -1.455
H 0.982 -1.138 -2.490
H -1.524 -3.085 1.115
```

Values from the calculation:
LUMO level (alpha / beta) (hartree): -0.069 / -0.022
E_HOMO (alpha / beta) (eV): -8.1 / -7.8
Total charge: 0